Density functional theory data (the ωB97M-V functional and the def2-TZVPD basis) for 6 unconnected molecules or ions with the total composition C17H40N5O6 in a non-equilibrium geometry.

Output
E_LUMO   2.159 eV
Gap between HOMO and LUMO   4.12 eV
Net charge   -1
HOMO level   -2.0 eV
Molar mass   410.54 g mol⁻¹

Last column: natural (NBO) charge in e.
Cartesian coordinates (Å):
O1 1.702360 19.701410 16.660040  -0.9862
O2 6.609510 21.874390 10.311380  -0.6304
O3 -5.196080 21.064370 10.015380  -0.5870
O4 -0.353420 24.685010 20.797870  -0.5967
O5 -1.795150 11.057290 13.229150  -0.6258
O6 -9.297680 21.638610 22.264740  -0.6184
N1 -0.180450 11.528240 14.776410  -0.4263
N2 -3.131080 21.979940 9.497460  -0.4599
N3 6.286830 19.618540 10.084710  -0.4360
N4 -7.546420 20.049100 22.240300  -0.4269
N5 -1.406300 26.562060 20.283810  -0.4340
C1 -6.191550 19.828080 22.347490  -0.4109
C2 -1.378610 28.032400 20.272210  -0.4110
C3 -2.362960 26.003700 19.320960  -0.4333
C4 1.167660 11.940900 14.910340  -0.4205
C5 -8.135730 21.254030 22.127470  0.5397
C6 -2.110260 22.146400 8.448730  -0.4195
C7 -0.416810 25.892640 20.930240  0.5230
C8 6.449240 19.734290 8.641680  -0.4263
C9 5.926230 18.358540 10.650620  -0.4149
C10 -0.678590 10.481560 15.696120  -0.4233
C11 -0.628230 19.410010 16.245760  -0.6204
C12 -4.187680 21.057500 9.390460  0.5446
C13 0.575600 20.115660 15.960030  -0.0593
C14 -0.794370 11.657440 13.601830  0.5296
C15 -3.156010 23.141930 10.504650  -0.4266
C16 6.205680 20.806860 10.807190  0.5258
C17 -8.323030 18.866820 22.689610  -0.4495
H1 0.228810 26.568250 21.512420  0.1119
H2 -0.516750 28.468070 20.777690  0.2059
H3 -0.625550 18.365950 15.932670  0.1674
H4 -1.726610 10.212530 15.827940  0.2402
H5 -2.617030 24.944430 19.282370  0.2505
H6 -3.652380 23.064500 11.471980  0.2346
H7 6.697660 20.738170 8.297280  0.2465
H8 -0.384760 12.409500 12.909850  0.1156
H9 6.708130 17.631030 10.432750  0.1929
H10 -2.098010 23.201730 10.759900  0.2019
H11 -1.293730 22.792510 8.771110  0.2162
H12 5.898230 18.289000 11.738040  0.2290
H13 -1.920750 26.069060 18.326830  0.1974
H14 1.250650 12.919700 14.437930  0.2305
H15 1.962310 11.215300 14.736760  0.1880
H16 -7.374880 21.914870 21.684080  0.0975
H17 1.430860 12.136300 15.949880  0.2069
H18 -7.943660 18.226000 23.485550  0.2107
H19 -5.721520 19.233570 21.564080  0.2117
H20 -1.396820 28.399980 19.246220  0.1973
H21 5.438980 19.523920 8.290660  0.1931
H22 -0.214720 9.530760 15.433590  0.1862
H23 4.974190 18.005980 10.253830  0.1892
H24 -0.703450 19.305680 17.328140  0.1879
H25 0.343590 21.136060 16.265070  0.0790
H26 -4.150650 20.447120 8.474890  0.1010
H27 -0.246000 10.715170 16.668950  0.1986
H28 -9.329040 19.194390 22.951800  0.2308
H29 -3.502390 24.119900 10.170440  0.1911
H30 -3.263300 26.612100 19.235310  0.1975
H31 -5.860740 19.590310 23.358490  0.1958
H32 -1.543040 21.233800 8.265620  0.2116
H33 -8.609930 18.339090 21.780060  0.2085
H34 -2.601140 22.567560 7.571380  0.1915
H35 -2.244560 28.358500 20.848300  0.1909
H36 -5.723030 20.811930 22.322310  0.2108
H37 5.897680 20.552090 11.833070  0.1344
H38 7.266890 19.069540 8.363010  0.1965
H39 0.698180 20.041510 14.879490  0.0721
H40 -1.488870 19.961180 15.866790  0.1612

Atoms 1-3, force components in eV/Å:
O -0.735 -0.166 -0.671
O -1.415 -1.548 1.603
O -1.214 -0.032 1.743

Density functional theory data (the ωB97M-V functional and the def2-TZVPD basis) for 5 unconnected molecules or ions with the total composition C17H41ClN2O9S3 in a non-equilibrium geometry.

Output
E_LUMO   -0.740 eV
Gap between HOMO and LUMO   7.78 eV
HOMO level   -8.5 eV
Molar mass   549.17 g mol⁻¹
SMILES   CCN(CC)C(=S)SCCCN(O)C(=O)OCCCCS(=O)(=O)Cl.CO.CO.CO.CO

Last column: Mulliken charge in e.
Cartesian coordinates (Å):
Cl1 -7.289921 -0.084250 1.516168  -0.2186
S1 3.878545 1.658925 1.231223  -0.2538
S2 3.498704 2.079247 -1.637144  -0.1688
S3 -6.439463 -1.733198 0.682236  1.0272
O1 -2.709536 0.929548 -2.764615  -0.3888
O2 0.975785 2.055972 3.559840  -0.5076
O3 -2.891323 3.171429 -2.634365  -0.5834
O4 -7.396982 -2.790923 0.676390  -0.5505
O5 -5.203069 -1.974805 1.366593  -0.4507
O6 -3.432799 -4.207019 3.021751  -0.4959
O7 -2.039164 2.479681 -0.014247  -0.4996
O8 3.026234 5.728244 -2.831645  -0.5118
O9 0.259523 -4.431072 1.853484  -0.4880
N1 -1.353980 2.199476 -1.239334  0.2589
N2 4.695086 -0.159059 -0.471034  0.1751
C1 0.905767 1.507313 -0.660067  -0.2334
C2 4.153547 -0.962800 -1.582433  0.1015
C3 0.717288 -4.509773 3.203897  -0.4875
C4 -0.502363 1.038609 -1.033684  -0.9250
C5 6.812311 -1.410139 -0.336308  -1.2343
C6 -3.064993 -3.463141 4.178578  -0.4863
C7 2.389754 6.358614 -1.725450  -0.4916
C8 1.766691 1.609280 -1.910094  -0.9586
C9 -6.132714 -1.237524 -0.995576  -0.7075
C10 3.548104 -2.277343 -1.054145  -1.4515
C11 -3.891335 0.371981 -2.192459  -0.6595
C12 -2.369462 2.138457 -2.243518  0.4465
C13 6.160442 -0.044186 -0.492286  -0.4657
C14 0.062889 3.086238 3.200795  -0.3057
C15 -4.820281 -1.823724 -1.515900  -1.1645
C16 -3.662089 -0.865562 -1.302686  -0.3289
C17 4.054764 1.056656 -0.261697  -0.1784
H1 -6.161897 -0.163234 -1.087715  0.4554
H2 6.930772 -1.893237 -1.298187  0.3244
H3 2.922879 4.781278 -2.720759  0.2837
H4 2.591426 -2.453020 -1.527400  0.4214
H5 -4.375049 1.149720 -1.612601  0.4488
H6 3.333681 -2.136237 -0.004763  0.3686
H7 0.189570 -3.786550 3.827994  0.1927
H8 -2.706917 -1.289401 -1.583554  0.4261
H9 1.328342 0.786694 0.024955  0.3293
H10 -0.459720 0.443418 -1.934928  0.5383
H11 4.205832 -3.118927 -1.195174  0.3424
H12 6.202524 -2.055336 0.279790  0.3166
H13 -3.859161 -2.777804 4.484974  0.2428
H14 1.321343 6.124479 -1.695940  0.2223
H15 -3.593341 -0.555297 -0.269540  0.3613
H16 0.865036 2.485600 -0.202698  0.1359
H17 -2.152023 -2.894346 3.979471  0.1931
H18 -4.574524 0.110741 -2.988685  0.4133
H19 4.954626 -1.171578 -2.277477  0.4268
H20 -3.603956 -3.587627 2.307127  0.2965
H21 -1.860764 3.409703 0.138611  0.3272
H22 -2.878124 -4.174420 4.978592  0.2578
H23 1.698195 0.678197 -2.458309  0.5213
H24 1.336740 2.373055 -2.547150  0.4718
H25 -4.960089 -2.025641 -2.569412  0.4888
H26 3.372643 -0.434550 -2.100840  -0.0482
H27 0.570085 -5.517273 3.601650  0.2471
H28 -0.576066 2.775282 2.368957  0.0112
H29 1.777307 -4.278822 3.214734  0.2472
H30 -0.679271 -4.638192 1.858286  0.2942
H31 0.590572 4.006034 2.930850  0.2491
H32 7.785459 -1.325885 0.124541  0.4039
H33 2.852102 6.059733 -0.780599  0.2410
H34 -0.890143 0.419002 -0.233404  0.3620
H35 2.508186 7.431324 -1.850483  0.2436
H36 6.511661 0.437825 -1.398896  0.3288
H37 -4.649512 -2.784759 -1.049060  0.3705
H38 1.531675 1.880519 2.796767  0.2409
H39 -0.562732 3.283294 4.067317  0.2919
H40 -6.973127 -1.604721 -1.567028  0.4291
H41 6.429804 0.535807 0.377717  0.4676

Atoms 1-3, force components in eV/Å:
Cl 0.003 -0.014 -0.073
S 0.233 0.161 0.321
S -0.057 0.132 -0.612

Density functional theory data (the ωB97M-V functional and the def2-TZVPD basis) for 4 unconnected molecules or ions with the total composition C17H41N5O5PS in a non-equilibrium geometry.

Output
E_LUMO   1.871 eV
Gap between HOMO and LUMO   6.24 eV
Net charge   -1
HOMO level   -4.4 eV
Molar mass   458.59 g mol⁻¹

Last column: natural (NBO) charge in e.
Cartesian coordinates (Å):
S1 -1.782851 -1.898907 -6.666477  -0.0422
P1 0.525263 -1.946683 -3.104889  0.6890
O1 -4.708035 3.738580 -0.770547  -0.5481
O2 -3.515842 -1.383818 1.568865  -0.5612
O3 0.452988 -0.310088 -0.179639  -0.8280
O4 5.279762 -2.339093 -1.100913  -0.5444
O5 -1.043455 1.419360 -1.130135  -0.7749
N1 -1.017696 0.416942 -3.760454  -0.4398
N2 -0.312040 0.157400 -4.924719  -0.2877
N3 -1.746452 -2.466587 3.569291  -0.8388
N4 5.819438 -0.242317 0.800958  -0.8298
N5 -2.938645 2.655811 1.229879  -0.8516
C1 0.217486 -3.585525 -2.172429  -0.9202
C2 6.327562 -1.599960 1.047115  -0.0807
C3 -0.748441 -0.592908 -2.667246  -0.4299
C4 -4.549929 -0.562393 2.089150  -0.2466
C5 -3.340413 4.976930 1.861907  -0.6114
C6 -1.584095 -1.073494 3.127801  -0.0845
C7 -3.389623 4.273900 -0.611643  -0.0850
C8 6.367556 -2.638168 -1.962323  -0.2475
C9 -2.197430 -0.848498 1.727769  -0.0926
C10 2.333898 -1.341204 -2.947454  -0.9302
C11 -2.148220 -0.145468 4.201319  -0.6189
C12 -5.742122 4.560005 -0.250263  -0.2459
C13 7.822078 -1.632851 0.735268  -0.6139
C14 -0.416029 0.217015 -1.256068  0.7362
C15 5.508873 -2.659028 0.275741  -0.0781
C16 -1.114147 -0.522342 -5.850132  0.2213
C17 -2.776288 4.048904 0.788389  -0.0809
H1 7.043664 -1.782267 -2.018916  0.1636
H2 -3.928078 2.415644 1.120259  0.3403
H3 -2.468493 2.045237 0.560047  0.4038
H4 -1.702837 4.261581 0.712860  0.2026
H5 2.937460 -2.005141 -2.172787  0.2445
H6 -1.575307 -1.378290 0.996836  0.2144
H7 -3.402611 6.007964 1.497680  0.1918
H8 -0.510644 -0.860817 3.052272  0.2056
H9 6.909891 -3.535243 -1.649279  0.1638
H10 4.514232 -2.716799 0.733270  0.1976
H11 -1.784082 -1.152348 -2.467640  0.2396
H12 -5.522235 5.625605 -0.364327  0.1633
H13 8.201006 -2.660455 0.732704  0.1970
H14 -5.918778 4.315768 0.799514  0.1623
H15 5.967337 -2.806181 -2.964858  0.1912
H16 4.846863 -0.198067 1.108623  0.3658
H17 -1.500191 -0.146911 5.084987  0.2035
H18 -4.726586 -0.806630 3.138926  0.1543
H19 5.950945 -3.658816 0.370962  0.1574
H20 -2.692384 4.975488 2.745574  0.2141
H21 5.755951 -0.120969 -0.213891  0.3578
H22 2.451555 -0.199938 -2.706060  0.2577
H23 -6.659943 4.334002 -0.797993  0.1791
H24 2.860679 -1.523373 -4.001230  0.2172
H25 0.105369 -4.448287 -2.975592  0.2251
H26 6.218545 -1.818013 2.116602  0.1870
H27 -2.767500 3.744108 -1.342577  0.2209
H28 -5.467750 -0.788396 1.541419  0.1739
H29 8.062045 -1.178631 -0.230123  0.2019
H30 -4.335117 4.674638 2.201116  0.1942
H31 8.381911 -1.074427 1.493927  0.2149
H32 -3.366509 5.333236 -0.896854  0.1487
H33 -1.276300 -3.077161 2.899459  0.3507
H34 -3.142924 -0.447760 4.540528  0.1884
H35 -2.174315 0.210837 1.442558  0.1938
H36 -2.735885 -2.706754 3.459672  0.3482
H37 -2.061980 0.456005 -3.956767  0.3549
H38 1.209234 -3.831552 -1.571874  0.2301
H39 -2.210418 0.885566 3.837093  0.2234
H40 -0.738927 -3.541174 -1.499328  0.2443
H41 -4.330043 0.503208 1.975085  0.1773

Atoms 1-3, force components in eV/Å:
S 1.846 4.424 2.134
P -0.134 -0.116 -1.782
O 0.077 0.618 0.024

Density functional theory data (the ωB97M-V functional and the def2-TZVPD basis) for 7 unconnected molecules or ions with the total composition C17H42Cl2O10 in a non-equilibrium geometry.

Output
E_LUMO   0.078 eV
Gap between HOMO and LUMO   9.77 eV
HOMO level   -9.7 eV
Molar mass   477.42 g mol⁻¹
SMILES   C1CCOC1.C1CCOC1.ClCCl.OCCO.OCCO.OCCO.OCCO

Last column: Mulliken charge in e.
Cartesian coordinates (Å):
Cl1 4.048978 -3.593667 3.202620  -0.1704
Cl2 5.651012 -2.971103 0.787647  -0.1801
O1 -1.042122 1.256284 -1.816760  -0.5709
O2 0.589986 -0.644661 -0.600332  0.4214
O3 0.398944 -1.678016 -3.482409  -0.5746
O4 -4.618495 -1.054323 0.871716  -0.5085
O5 -2.224845 -1.443690 -2.504521  -0.5122
O6 -1.437896 3.332063 2.892166  -0.5364
O7 -0.901711 1.322878 1.080638  -0.4432
O8 1.664611 -3.213922 -1.205145  -0.5669
O9 -3.251301 5.005188 4.012986  -0.5372
O10 4.214825 0.734355 -2.790835  -0.4209
C1 -3.571550 -1.965991 0.629290  0.4342
C2 -2.668530 -0.186344 -2.976154  -0.6051
C3 1.914660 -3.396798 -2.591103  -0.4514
C4 0.713166 -3.068627 -3.464650  -0.4299
C5 -3.147483 -1.030908 2.750065  0.1463
C6 -2.719317 3.960597 4.819444  -0.6183
C7 -2.416657 0.852487 -1.906211  0.3204
C8 4.458247 2.135494 -0.883060  -0.5552
C9 -4.153426 -0.194843 1.922621  -0.4103
C10 4.046012 -3.357947 1.461112  0.4395
C11 4.285243 2.067481 -3.259464  -0.4559
C12 -3.117238 -2.368844 2.020909  -0.8323
C13 3.908295 0.778529 -1.401223  0.2991
C14 0.261776 0.568546 1.473728  -0.7189
C15 -2.289462 2.812372 3.926041  0.1931
C16 0.334829 -0.780781 0.788839  0.0722
C17 4.975315 2.825433 -2.134699  -0.4677
H1 2.283715 -4.414998 -2.696130  0.3768
H2 -2.143392 -2.866271 2.008362  0.3542
H3 6.056468 2.746357 -2.232465  0.2520
H4 3.676424 -4.212193 0.905605  0.2408
H5 -2.213788 0.064963 -3.940214  0.3097
H6 -3.035669 1.749200 -2.040145  0.5151
H7 -2.715187 -1.566925 0.069271  -0.4446
H8 3.395706 -2.524651 1.217895  -0.3271
H9 -0.854761 1.797468 -2.590522  0.2656
H10 -1.350750 -1.635171 -2.892462  0.3615
H11 1.130086 1.208097 1.310902  0.2703
H12 1.245163 -2.349809 -1.041260  0.3077
H13 4.836515 2.101527 -4.200701  0.3221
H14 5.208968 2.036951 -0.100955  0.3551
H15 -0.517019 -1.428210 1.002655  -0.0106
H16 3.649222 2.724154 -0.445384  0.2460
H17 -2.182873 -0.518138 2.795640  -0.3361
H18 -3.694214 0.672420 1.433169  0.1835
H19 1.224206 -1.269027 1.204740  0.1344
H20 -3.457306 3.596240 5.534758  0.3315
H21 0.146553 0.418008 2.549259  0.4115
H22 4.341197 -0.107569 -0.937170  0.1930
H23 -0.163068 -3.635045 -3.150096  0.2764
H24 -0.929959 1.463768 0.117783  0.1489
H25 -0.207214 -0.367976 -1.080943  -0.2354
H26 2.827878 0.696416 -1.236954  -0.3244
H27 3.288035 2.463059 -3.501042  0.2387
H28 -1.660704 2.117968 4.500541  0.2511
H29 0.958260 -3.390138 -4.487301  0.3400
H30 -3.442483 -1.100276 3.798937  0.4174
H31 -1.896557 4.364244 5.420997  0.2873
H32 -5.010448 0.137940 2.507587  0.3830
H33 2.747516 -2.742019 -2.891084  0.2417
H34 -3.923695 -2.817170 0.044807  0.3586
H35 -1.389324 2.617190 2.219766  0.3970
H36 1.182207 -1.220935 -3.813157  0.3018
H37 -3.795513 -3.095699 2.470736  0.2978
H38 -2.725320 0.426375 -0.949933  -0.4423
H39 -2.568006 5.206686 3.362318  0.3196
H40 -3.740747 -0.227625 -3.182096  0.3430
H41 4.665435 3.871587 -2.177122  0.2934
H42 -3.151420 2.307986 3.488151  0.0342

Atoms 1-3, force components in eV/Å:
Cl 0.029 -0.145 -0.090
Cl -0.108 -0.041 0.203
O -0.290 -0.209 0.119